# 1
Below is C47H47CuGeN3O4S as an isolated structure in a non-equilibrium geometry, with properties calculated with the ωB97M-V functional and the def2-TZVPD basis.

```
104
Properties=species:S:1:pos:R:3:forces:R:3
Cu 0.80493 -0.37686 -0.00231 -0.43 0.07 -0.97
S 5.46965 -1.61267 -0.80712 0.08 -0.03 -0.03
C 5.31478 -0.44560 0.43697 0.03 0.03 0.04
C 4.00511 -0.17043 0.64769 -0.14 -0.04 -0.05
N 3.13040 -0.86569 -0.15007 0.08 0.02 0.13
C 3.76159 -1.65364 -0.95561 -0.16 0.00 -0.10
H 6.17183 -0.02714 0.93384 0.04 0.02 0.02
H 3.59958 0.52689 1.36504 0.00 0.01 0.01
H 3.26604 -2.28583 -1.67858 -0.03 -0.04 -0.01
O 1.82615 -1.27208 3.44101 -0.04 0.12 0.03
C 1.45911 -1.91131 2.44688 0.06 -0.43 0.13
O 0.56827 -1.65457 1.59769 0.01 0.02 0.40
C 2.17671 -3.25636 2.21873 0.01 0.07 -0.10
C 2.90773 -3.84956 3.23915 0.03 0.03 0.01
C 3.57454 -5.05476 3.04320 -0.04 -0.01 -0.10
C 3.54382 -5.66591 1.79907 0.05 0.03 0.18
C 2.82749 -5.04026 0.79404 0.06 -0.42 -0.80
C 2.12665 -3.86803 0.96960 -0.10 0.17 0.12
N 2.84370 -5.67421 -0.56591 -0.12 0.18 0.26
O 2.40114 -5.02366 -1.50086 0.36 -0.58 0.50
O 3.30503 -6.81028 -0.65531 -0.27 0.64 -0.16
H 2.94581 -3.32687 4.18638 0.00 0.00 0.01
H 4.13032 -5.51400 3.85189 0.00 0.01 0.00
H 4.06247 -6.59075 1.59789 0.00 0.00 -0.01
H 1.54512 -3.41040 0.17870 0.03 0.01 -0.01
C 3.02301 0.55697 -4.37321 0.01 0.02 -0.02
C 2.80644 1.60110 -3.30540 0.02 -0.03 -0.04
C 3.44191 2.85087 -3.39435 -0.02 -0.04 0.02
C 3.20737 3.77241 -2.38663 0.01 0.05 0.01
C 3.82591 5.14803 -2.47559 0.01 0.03 0.01
C 2.40253 3.47421 -1.29114 -0.07 -0.16 0.01
C 1.78089 2.19412 -1.12196 0.05 -0.11 -0.21
C 2.00269 1.30639 -2.23580 0.00 0.07 0.02
N 1.05717 1.67713 -0.11792 0.12 0.42 0.25
C 0.48966 2.38338 1.03343 -0.02 -0.10 0.04
C 1.12459 1.81781 2.31467 0.01 -0.01 0.06
C 0.42023 2.32251 3.57685 0.01 -0.01 0.00
C 0.50803 3.84892 3.63889 0.00 0.00 -0.01
C -0.14672 4.44102 2.38738 0.02 -0.03 0.00
C -1.62195 4.04240 2.35367 0.01 0.01 -0.02
C -1.72229 2.51808 2.30232 0.03 -0.01 -0.01
C -1.05296 1.90385 3.53543 -0.03 0.01 0.00
C -1.00889 2.01630 1.04839 -0.04 -0.05 0.08
C 0.58002 3.92038 1.13624 -0.01 -0.05 -0.10
H 3.14531 1.01178 -5.35964 -0.01 0.01 -0.01
H 2.18317 -0.13693 -4.41282 -0.02 -0.02 0.01
H 3.92486 -0.02856 -4.16936 0.02 0.00 0.00
H 4.07974 3.09537 -4.23774 0.01 0.01 -0.02
H 4.55442 5.19609 -3.28723 0.01 0.01 -0.01
H 4.33487 5.41892 -1.54705 0.00 -0.01 0.01
H 3.06661 5.91309 -2.66209 -0.01 0.00 0.00
H 2.28515 4.25475 -0.56263 -0.01 0.08 0.14
H 1.48164 0.35479 -2.20542 0.05 -0.04 0.02
H 2.18379 2.10849 2.33411 0.00 0.01 0.01
H 1.08544 0.72654 2.29206 -0.01 0.06 0.00
H 0.90358 1.88169 4.45433 -0.01 -0.02 0.00
H 1.55743 4.16062 3.69208 0.01 0.01 0.00
H 0.00642 4.22519 4.53966 0.00 0.01 0.01
H -0.06067 5.53424 2.41158 0.00 0.01 0.00
H -2.10287 4.47225 1.46831 -0.02 0.02 -0.01
H -2.14138 4.43559 3.23685 0.01 0.01 0.01
H -2.77281 2.21659 2.26853 -0.02 -0.01 0.00
H -1.12797 0.81373 3.48913 0.01 -0.01 0.00
H -1.56567 2.23613 4.44792 0.00 0.00 0.01
H -1.47659 2.42082 0.14493 -0.01 0.00 -0.04
H -1.08402 0.92580 0.98974 -0.02 0.01 -0.02
H 1.62516 4.22211 1.21409 0.05 0.03 -0.02
H 0.15612 4.38316 0.24015 0.02 0.02 -0.04
C -0.33549 -1.46517 -1.30586 0.62 -0.36 0.71
Ge -2.20216 -1.38160 -1.05828 -0.39 0.25 -0.43
C -2.86820 0.23096 -2.01185 0.09 0.05 0.01
C -1.89720 1.10734 -2.50494 -0.03 0.00 0.10
C -2.25252 2.26649 -3.18320 0.01 0.03 -0.01
C -3.59113 2.57303 -3.39012 0.00 -0.05 0.03
C -4.57113 1.71100 -2.91421 0.02 0.01 0.00
C -4.20669 0.55568 -2.23192 -0.03 -0.05 -0.03
C -2.99034 -1.26642 0.74807 0.06 -0.09 0.22
C -3.83959 -0.24177 1.15523 -0.02 0.03 0.01
C -4.38234 -0.21702 2.43694 -0.01 0.01 -0.04
C -4.07711 -1.22281 3.33959 0.03 -0.03 0.01
C -3.22077 -2.24891 2.95584 -0.02 0.02 0.01
C -2.68632 -2.26561 1.67721 0.01 0.08 -0.02
C -3.23768 -2.89361 -1.84884 -0.05 -0.03 -0.07
C -2.58858 -3.80516 -2.68198 -0.06 0.03 -0.02
C -3.27620 -4.84827 -3.29186 0.02 0.01 0.01
C -4.63951 -5.00057 -3.08117 -0.01 0.00 0.00
C -5.30471 -4.11045 -2.24789 0.02 -0.01 -0.01
C -4.60568 -3.07580 -1.63868 0.02 -0.04 0.07
H -0.06055 -2.53734 -1.25867 -0.02 0.02 -0.19
H -0.85182 0.87187 -2.33079 0.02 0.04 -0.01
H -1.47720 2.93322 -3.54246 0.02 0.00 0.00
H -3.87019 3.47905 -3.91552 -0.01 0.02 -0.02
H -5.61976 1.93902 -3.07165 -0.02 0.00 0.00
H -4.99060 -0.10440 -1.87366 0.00 -0.02 0.02
H -4.06750 0.56719 0.47027 -0.01 0.02 -0.02
H -5.03359 0.59861 2.73158 0.00 0.01 0.00
H -4.48500 -1.19878 4.34350 -0.01 0.00 0.01
H -2.95396 -3.02595 3.66209 0.01 -0.01 0.02
H -1.99034 -3.04898 1.40349 0.04 -0.04 -0.01
H -1.52434 -3.68786 -2.85322 0.04 0.00 -0.01
H -2.74580 -5.54486 -3.93112 0.01 -0.01 -0.01
H -5.18001 -5.81013 -3.55881 0.00 -0.01 0.00
H -6.36821 -4.22615 -2.06962 -0.01 0.00 0.01
H -5.13510 -2.41007 -0.96425 -0.01 0.04 0.00
```
Forces are in eV/Å.

Results
expectation value of S²	0.756
net charge	-2
largest force on an atom	0.0207	hartree/bohr
DFT total energy	-174151.3133	eV
multiplicity	2


# 2
Below is a 3-piece molecular cluster, C47H47F2N2O4 overall in a non-equilibrium geometry, with properties calculated with the ωB97M-V functional and the def2-TZVPD basis.

```
102
Properties=species:S:1:pos:R:3:forces:R:3
C -1.12752 4.13053 4.38470 0.63 -0.41 0.38
C -2.06242 3.00135 4.76629 1.04 1.04 -0.51
C -3.35582 3.37230 5.04282 -0.54 1.01 -0.16
C -4.31000 2.47592 5.42100 -0.80 0.08 0.17
C -3.93072 1.17074 5.56401 -0.95 -1.00 0.32
C -2.65317 0.79841 5.29005 0.95 -1.20 0.02
C -1.67770 1.67316 4.85778 0.28 -0.08 -0.25
C -0.27081 1.16474 4.57092 -0.34 0.22 -0.24
C 0.12428 0.87285 3.09435 0.08 0.26 -0.80
C -0.20801 2.01059 2.11603 0.37 -0.25 0.00
C 0.35878 1.77391 0.66022 -0.28 0.97 1.45
C 1.75132 2.51486 0.63447 -0.77 -0.51 -1.28
C 1.74071 3.95015 0.11061 0.51 0.40 0.50
C 1.09602 4.96973 1.04407 0.73 -0.76 0.36
F 1.49774 6.23346 0.66705 -0.45 0.14 -0.14
C -0.63438 2.39434 -0.34015 0.18 -0.88 -0.38
C -1.90297 1.59724 -0.68498 0.09 0.58 -1.32
C -1.73863 0.53565 -1.79266 -0.05 0.27 0.66
F -2.54480 1.09280 0.45192 0.29 -0.21 0.22
C 0.70310 0.30295 0.40932 0.15 0.71 -0.43
N -0.17919 -0.67857 1.08611 0.54 -0.48 -0.19
C -0.40341 -0.47410 2.56612 -0.65 -0.15 1.80
N -1.79577 -0.75858 2.79134 0.22 0.06 -0.59
H -0.10290 3.89402 4.68581 0.00 0.07 -0.06
H -1.09254 4.30831 3.31215 -0.21 0.17 -0.03
H -1.37966 5.04924 4.91116 -0.19 0.01 -0.16
H -3.62317 4.41768 4.93394 0.03 0.00 0.06
H -5.33205 2.77195 5.61246 0.02 0.11 0.02
H -4.62930 0.40491 5.87837 -0.09 0.12 0.06
H -2.36806 -0.24208 5.41831 -0.12 0.02 0.17
H 0.41803 1.93407 4.92207 0.19 -0.18 0.02
H -0.10432 0.27051 5.17787 0.11 0.03 -0.05
H 1.22088 0.80459 3.09407 -0.04 -0.14 0.04
H 0.32502 2.87862 2.49462 -0.21 0.17 0.06
H -1.26723 2.26988 2.12688 -0.04 -0.25 -0.08
H 2.18520 2.43950 1.63394 0.12 0.08 -0.07
H 2.38173 1.94017 -0.05485 0.22 0.18 0.10
H 1.37790 4.03786 -0.91278 -0.22 -0.11 0.07
H 2.78814 4.26366 0.05290 -0.01 -0.03 -0.02
H 1.51013 4.79614 2.04623 -0.14 0.09 0.03
H 0.01053 4.88078 1.12155 -0.04 0.42 -0.24
H -0.94525 3.39286 -0.03837 0.18 -0.05 0.29
H -0.10503 2.51884 -1.28927 -0.15 0.07 -0.06
H -2.59964 2.32069 -1.11579 -0.05 0.04 0.19
H -2.70146 0.32517 -2.25316 0.02 -0.10 0.03
H -1.31860 -0.41211 -1.45055 0.06 0.02 -0.07
H -1.07540 0.96794 -2.54086 -0.04 -0.14 -0.10
H 1.72209 0.13766 0.75737 -0.11 -0.29 0.16
H 0.69671 0.09877 -0.66180 0.02 -0.15 0.06
H 0.26283 -1.59357 0.97794 -0.16 -0.01 -0.04
H -1.10424 -0.78763 0.65889 -0.04 0.37 0.07
H 0.13883 -1.26133 3.09518 0.18 -0.02 -0.29
H -2.37355 0.06965 2.70409 -0.08 -0.06 0.19
H -1.94073 -1.20233 3.68360 -0.15 0.03 -0.04
C 7.35605 3.83009 -1.21816 0.03 -0.02 0.00
C 8.67718 3.58246 -1.57659 -0.06 -0.01 0.00
C 9.00865 2.41756 -2.24810 0.09 0.14 0.05
C 8.02263 1.48916 -2.55485 -0.14 -0.02 0.04
C 6.69959 1.72618 -2.17504 0.06 -0.06 -0.05
C 6.37042 2.90451 -1.51571 0.03 0.13 0.08
C 5.63690 0.72317 -2.45243 -0.22 0.07 0.05
O 4.48295 0.93308 -2.12347 -0.08 -0.04 0.08
C 6.01727 -0.54398 -3.13237 0.09 0.02 0.00
C 5.05092 -1.51817 -3.35324 -0.06 -0.14 -0.04
C 5.38896 -2.69643 -3.99681 0.04 0.01 -0.01
C 6.69389 -2.90451 -4.43142 -0.05 0.03 0.03
C 7.66247 -1.93991 -4.20991 0.00 -0.16 -0.07
C 7.33110 -0.76219 -3.55311 -0.12 0.06 0.05
C 8.39281 0.25010 -3.29372 0.31 -0.04 -0.10
O 9.52996 0.06799 -3.67022 -0.04 0.00 0.02
H 7.09819 4.74561 -0.70162 0.01 0.00 -0.01
H 9.44808 4.30161 -1.33299 -0.01 0.00 -0.01
H 10.03443 2.22616 -2.53243 -0.05 -0.10 -0.07
H 5.34367 3.09405 -1.23350 -0.02 -0.10 -0.05
H 4.03556 -1.35444 -3.01893 0.03 0.12 0.01
H 4.63572 -3.45550 -4.16380 0.01 0.01 -0.01
H 6.95494 -3.82294 -4.94052 0.00 0.01 0.00
H 8.67844 -2.10185 -4.54346 0.03 0.11 0.06
C -5.66059 -7.80513 -3.77351 -0.06 0.02 0.03
C -6.96827 -7.63756 -3.32940 0.07 0.02 -0.01
C -7.30877 -6.53105 -2.56926 -0.10 -0.13 -0.06
C -6.34031 -5.59193 -2.23989 0.17 0.04 0.00
C -5.02093 -5.77212 -2.66721 -0.11 0.08 0.07
C -4.68885 -6.87570 -3.44314 0.01 -0.14 -0.08
C -3.95979 -4.80393 -2.28663 0.26 -0.14 -0.16
O -2.81199 -4.94935 -2.65595 -0.02 0.05 0.05
C -4.33423 -3.64454 -1.42739 -0.12 -0.03 0.01
C -3.34794 -2.75886 -1.01501 0.12 0.20 0.13
C -3.67933 -1.67021 -0.22739 -0.28 -0.46 -0.15
C -5.00117 -1.45342 0.14674 0.03 0.01 0.02
C -5.98790 -2.33613 -0.25791 0.02 0.14 0.09
C -5.65660 -3.43856 -1.03798 0.11 0.00 -0.02
C -6.72594 -4.39956 -1.43753 -0.33 -0.05 0.04
O -7.87701 -4.21063 -1.10909 0.06 0.03 0.02
H -5.39974 -8.66624 -4.37461 0.00 0.01 0.00
H -7.72284 -8.37165 -3.57934 0.00 0.01 -0.01
H -8.32630 -6.39732 -2.22809 0.04 0.11 0.04
H -3.67098 -7.00793 -3.78377 0.02 0.09 0.07
H -2.31955 -2.92851 -1.31174 -0.07 -0.13 -0.11
H -2.91781 -0.98954 0.09599 -0.03 0.14 0.11
H -5.25876 -0.59680 0.75717 0.01 -0.01 -0.01
H -7.01673 -2.17404 0.03398 -0.02 -0.11 -0.06
```
Forces are in eV/Å.

Results
net charge	+1
largest force on an atom	0.0374	hartree/bohr
DFT total energy	-66102.3601	eV